# 1
# C3H6FO2S

2 unconnected molecules or ions with the total composition C3H6FO2S (the ωB97M-V functional and the def2-TZVPD basis, the Open Molecules 2025 dataset).

Computed properties:
Energy relative to the best compared isomer or geometry (same formula, charge and spin)   62.5 kcal/mol
Energy   -766.365235 a.u.
Charge   -1
E_HOMO   -3.630 eV

Positions of all 13 atoms, in Å:
C -0.9039 -0.1070 0.1592
C 0.5483 0.3033 0.2394
C 1.5238 -0.7408 -0.3218
O 3.6644 -0.0996 1.4378
O 3.5077 1.2752 -0.5072
F 1.2554 -2.0239 0.1125
S 3.5677 -0.1321 -0.0643
H -1.6707 0.5445 0.3488
H -1.0472 -1.1174 0.5914
H -1.0139 -0.2725 -0.8980
H 0.9344 0.4736 1.2302
H 0.8337 1.2126 -0.1877
H 1.2566 -1.0128 -2.0530

---

# 2
# C3H6FO3S

2 unconnected molecules or ions with the total composition C3H6FO3S (the ωB97M-V functional and the def2-TZVPD basis, the Open Molecules 2025 dataset).

Computed properties:
Energy relative to the best compared isomer or geometry (same formula, charge and spin)   0.0 kcal/mol
Energy   -841.762301 a.u.
Charge   -1
E_HOMO   -4.964 eV

Positions of all 14 atoms, in Å:
C 0.7343 0.3531 -1.2301
C 1.1816 -0.3193 1.1446
C 0.8901 0.8164 0.1894
O -2.9938 -0.4273 1.2618
O -1.5652 -1.5295 -0.3922
O 0.8179 1.9701 0.5606
F -2.8835 0.5674 -1.1338
S -1.9725 -0.2520 0.2279
H 0.5970 1.1803 -1.9184
H -0.1382 -0.3046 -1.2732
H 1.5902 -0.2483 -1.5317
H 0.3753 -1.0481 1.0652
H 1.2539 0.0566 2.1616
H 2.1129 -0.8149 0.8683

---

# 3
# C3H6HgO2

A molecular structure, C3H6HgO2 (the ωB97M-V functional and the def2-TZVPD basis, the Open Molecules 2025 dataset).

Computed properties:
Energy   -421.562745 a.u.
Spin multiplicity   2
Charge   -1
E_HOMO (alpha / beta)   -2.414 / -2.778 eV
<S²>   0.756

Positions of all 12 atoms, in Å:
O 1.5573 0.3446 -0.1030
C 1.0794 -0.9541 -0.0331
C -0.4214 -1.0795 -0.2625
O -1.1323 -0.3688 0.7933
C -2.2729 0.2146 0.1041
Hg 0.0145 1.4858 0.0332
H 1.3308 -1.4231 0.9552
H 1.5595 -1.6212 -0.7906
H -0.7085 -2.1483 -0.1923
H -2.8331 0.7855 0.8676
H -3.0539 -0.5659 -0.0030
H -1.6472 -0.7035 -0.9829

---

# 4
# C3H6I2Si

2 unconnected molecules or ions with the total composition C3H6I2Si (the ωB97M-V functional and the def2-TZVPD basis, the Open Molecules 2025 dataset).

Computed properties:
Energy relative to the best compared isomer or geometry (same formula, charge and spin)   103.5 kcal/mol
Energy   -1002.697504 a.u.
Charge   0
E_HOMO (alpha / beta)   -8.910 / -7.929 eV

Positions of all 12 atoms, in Å:
C 1.9432 0.3570 -1.9780
C 1.5668 -0.6798 -1.3119
C -2.0799 -0.2847 0.9663
Si -0.2593 0.2116 1.2737
I -0.0654 2.6505 1.2203
I 0.4143 -0.9358 3.4150
H 2.6517 0.2015 -2.9517
H 1.9188 1.4031 -1.7303
H 1.5268 -1.7606 -1.5202
H -2.5745 0.3400 0.1738
H -2.1839 -1.3212 0.7736
H -2.8588 -0.1815 1.6694

---

# 5
# C3H6IN2

A gas-phase ion, C3H6IN2 (charge +1) (the ωB97M-V functional and the def2-TZVPD basis, the Open Molecules 2025 dataset).

Computed properties:
Energy relative to the best compared isomer or geometry (same formula, charge and spin)   32.2 kcal/mol
Energy   -524.806619 a.u.
Charge   +1
E_HOMO (alpha / beta)   -12.750 / -12.752 eV
SMILES string   N/C(C=[NH2+])=C/I

Positions of all 12 atoms, in Å:
N -0.1374 0.8561 0.9237
C -0.6607 -0.2732 0.3595
C 0.0435 -0.9626 -0.7086
N 1.1998 -0.5672 -1.1570
C -1.8176 -0.7268 1.0433
I -2.5097 -2.5874 1.3479
H -0.8553 1.3344 1.4933
H 0.2290 1.4811 0.1980
H -0.4586 -1.8051 -1.2313
H 1.9566 -1.1420 -1.4528
H 1.5299 0.2922 -0.7064
H -2.2695 0.0457 1.6462

---

# 6
# C3H6IN2O

A gas-phase ion, C3H6IN2O (charge +1) (the ωB97M-V functional and the def2-TZVPD basis, the Open Molecules 2025 dataset).

Computed properties:
Energy relative to the best compared isomer or geometry (same formula, charge and spin)   74.3 kcal/mol
Energy   -599.987480 a.u.
Charge   +1
E_HOMO   -13.849 eV
SMILES string   CN1C=[NH+]O[C@@H]1I

Positions of all 13 atoms, in Å:
C -0.6184 1.6295 -0.0851
N -0.1472 0.2606 0.0592
C -0.5853 -0.7874 0.7752
N -0.0713 -1.9537 0.4538
O 0.9402 -1.7867 -0.4680
C 0.9986 -0.1556 -0.6339
I 2.8888 0.5995 0.1436
H -1.5104 1.7915 0.5973
H 0.0604 2.3722 0.0301
H -1.0723 1.6241 -1.2084
H -1.4597 -0.8181 1.4222
H -0.3253 -2.9109 0.5488
H 0.9019 0.1351 -1.6349

---

# 7
# C3H6INO3

2 unconnected molecules or ions with the total composition C3H6INO3 (the ωB97M-V functional and the def2-TZVPD basis, the Open Molecules 2025 dataset).

Computed properties:
Energy relative to the best compared isomer or geometry (same formula, charge and spin)   131.5 kcal/mol
Energy   -695.893844 a.u.
Charge   0
E_HOMO (alpha / beta)   -9.064 / -9.063 eV

Positions of all 14 atoms, in Å:
C 0.4784 1.5022 -0.0666
C 0.6163 -0.8690 -0.8258
C 0.5409 0.1042 0.3578
N -1.4001 -0.6507 1.1131
O -2.3385 -0.2700 0.4972
O -1.2516 -1.5270 1.9289
O -0.4000 -0.5889 -1.7161
I 1.6514 -0.3978 2.0299
H 1.3893 2.0094 0.2862
H 0.1552 1.5784 -1.0331
H -0.3508 2.1554 0.4034
H 1.6232 -0.5760 -1.3512
H 0.6201 -1.8498 -0.2990
H -1.3337 -0.6203 -1.3247

---

# 8
# C3H6INO3

A molecular structure, C3H6INO3 (the ωB97M-V functional and the def2-TZVPD basis, the Open Molecules 2025 dataset).

Computed properties:
Energy relative to the best compared isomer or geometry (same formula, charge and spin)   29.8 kcal/mol
Energy   -696.056022 a.u.
Charge   0
E_HOMO   -9.321 eV

Positions of all 14 atoms, in Å:
C 0.5886 -1.7199 -0.3572
C 0.0034 0.4303 -1.7160
C 0.2976 -0.1964 -0.3780
N -0.7273 0.0945 0.5297
O 0.5558 -2.3114 -1.4280
O 0.7568 -2.2747 0.6839
O 1.0925 0.1712 -2.5676
I 2.6137 0.1184 0.2933
H -0.0549 1.5255 -1.5440
H -0.8144 -0.1488 -2.1686
H 0.5870 -1.8306 -2.2550
H -0.9427 1.1597 0.6611
H -0.4833 -0.3894 1.3742
H 1.8647 0.3976 -2.0593

---

# 9
# C3H6INO3

2 unconnected molecules or ions with the total composition C3H6INO3 (the ωB97M-V functional and the def2-TZVPD basis, the Open Molecules 2025 dataset).

Computed properties:
Energy relative to the best compared isomer or geometry (same formula, charge and spin)   12.4 kcal/mol
Energy   -696.083742 a.u.
Charge   0
E_HOMO   -9.428 eV
SMILES string   N[C@@H](I)CO.O=C=O

Positions of all 14 atoms, in Å:
N -0.1142 -1.1394 0.6481
C 0.1968 -0.6427 -0.6010
I -0.6677 -1.8132 -2.2300
C -0.2187 0.7860 -0.8238
O 0.3725 1.6967 0.1387
H -0.9951 -0.8855 1.0653
H 0.0874 -2.0836 0.8902
H 1.3707 -0.5243 -0.7486
H -1.2652 0.8353 -0.6339
H 0.0290 1.3656 -1.7094
H 0.2466 1.1434 0.8791
O 3.5837 0.3225 0.1532
C 2.9520 0.4233 1.0917
O 2.3454 0.5866 2.0564

---

# 10
# C3H6N

A gas-phase ion, C3H6N (charge +1) (the ωB97M-V functional and the def2-TZVPD basis, the Open Molecules 2025 dataset).

Computed properties:
Energy relative to the best compared isomer or geometry (same formula, charge and spin)   9.3 kcal/mol
Energy   -172.343742 a.u.
Charge   +1
E_HOMO   -15.643 eV
SMILES string   C=C[NH+]=C

Positions of all 10 atoms, in Å:
C -1.3013 -0.6812 -0.4713
C -0.1371 -0.2781 -0.9351
N 0.7221 0.5753 -0.1124
C 0.8161 0.5178 1.1641
H -1.7520 -0.2408 0.4182
H -1.9832 -1.3257 -1.0117
H 0.3565 -0.4736 -1.8708
H 1.5943 0.8696 -0.5424
H 1.5898 1.0993 1.6484
H 0.0948 -0.0628 1.7129